1.
DFT (ωB97M-V/def2-TZVPD) results for a molecular structure, CH4InO.

XYZ file:
```
7
Properties=species:S:1:pos:R:3:forces:R:3:lowdin_charge:R:1
In -2.12004 2.09232 -1.59382 -0.57 0.38 -0.37 1.705
O 0.03180 0.07493 -0.68957 1.38 -0.67 1.89 0.147
C 0.37166 -0.32542 0.57716 1.27 -1.38 -2.67 0.152
H 0.97602 -1.24324 0.61052 -0.50 -0.36 -0.13 0.184
H 0.93064 0.50585 1.13631 -0.76 1.17 0.61 0.276
H 0.35382 -0.66496 -1.30212 -0.43 0.30 -0.37 0.246
H -0.54391 -0.43948 1.26154 -0.38 0.57 1.03 0.291
```
Positions in Å, forces in eV/Å.

Summary:
Charge   +3
Highest occupied orbital energy   -26.92 eV
Multiplicity   1

---

2.
DFT (ωB97M-V/def2-TZVPD) results for a molecular structure, CH4InO.

XYZ file:
```
7
Properties=species:S:1:pos:R:3:forces:R:3:lowdin_charge:R:1
In 14.28528 3.38191 25.24108 0.36 1.07 0.10 2.544
O 14.13896 1.03354 23.46432 -3.28 -2.99 3.68 0.250
C 13.46047 -0.16513 23.95486 -0.15 4.39 -2.42 0.271
H 12.48884 0.05409 24.39756 -0.95 0.36 1.16 0.214
H 14.64258 0.74553 22.69945 2.08 0.10 -2.55 0.213
H 14.06421 -0.70349 24.68545 1.54 -1.53 1.79 0.265
H 13.28197 -0.84817 23.12437 0.39 -1.41 -1.76 0.243
```
Positions in Å, forces in eV/Å.

Summary:
Charge   +4
⟨S²⟩   0.76
Highest occupied orbital energy (spin up / spin down)   -34.57 / -34.60 eV
Multiplicity   2

---

3.
DFT (ωB97M-V/def2-TZVPD) results for a gas-phase ion, CH4N (charge +1).

XYZ file:
```
6
Properties=species:S:1:pos:R:3:forces:R:3:lowdin_charge:R:1
N 0.89790 0.06400 0.21063 -1.22 -0.14 1.39 0.288
C -0.34781 -0.22988 -0.20874 1.99 -0.15 -3.47 0.015
H -0.40752 -1.27079 -0.53037 -0.52 -0.24 0.90 0.137
H -0.33772 -0.05846 0.98561 0.46 -0.08 0.68 0.264
H 1.12107 1.05963 0.40498 -0.30 0.06 -0.54 0.149
H -0.92593 0.43550 -0.86211 -0.41 0.56 1.04 0.147
```
Positions in Å, forces in eV/Å.

Summary:
Charge   +1
Highest occupied orbital energy   -18.84 eV
Multiplicity   1

---

4.
DFT (ωB97M-V/def2-TZVPD) results for a single CH4N2 molecule.

XYZ file:
```
7
Properties=species:S:1:pos:R:3:forces:R:3:lowdin_charge:R:1
N -0.98603 -0.14854 1.02254 1.01 1.11 3.75 0.045
N 0.70111 0.29828 -0.64402 -1.49 -1.60 0.21 0.030
C -0.53586 -0.29665 -0.11074 -0.05 0.66 -4.38 -0.398
H -1.39724 -0.60968 -0.78265 1.92 -0.20 -0.24 0.118
H 1.33073 -0.24210 -1.29266 -1.20 0.68 1.29 0.093
H -0.24448 0.32296 1.61906 -1.04 -0.66 -0.29 0.063
H 1.13178 0.67573 0.18846 0.86 0.02 -0.35 0.049
```
Positions in Å, forces in eV/Å.

Summary:
Structure (SMILES)   [H]/N=C\N
Highest occupied orbital energy   -9.88 eV
Multiplicity   1

---

5.
DFT (ωB97M-V/def2-TZVPD) results for a molecular structure, CH4N2O.

XYZ file:
```
8
Properties=species:S:1:pos:R:3:forces:R:3:lowdin_charge:R:1
O -0.33115 -0.44318 -0.29926 -4.07 0.03 0.70 -0.183
N 0.48688 0.40309 0.30770 1.86 -0.18 0.05 -0.115
N -1.89991 0.09044 0.13818 3.25 -1.78 2.12 0.136
C 1.72596 0.13717 0.06998 -0.42 4.48 3.70 -0.045
H 2.13020 -0.60103 -0.51090 0.69 -1.95 -1.50 0.028
H 2.41956 0.87542 0.68482 -1.32 -1.76 -1.64 0.108
H -2.07191 0.29507 -0.77994 -1.13 0.77 -2.97 -0.002
H -2.45962 -0.75697 0.38942 1.13 0.39 -0.46 0.073
```
Positions in Å, forces in eV/Å.

Summary:
Highest occupied orbital energy   -9.76 eV
Multiplicity   1

---

6.
DFT (ωB97M-V/def2-TZVPD) results for a single CH4N2O molecule.

XYZ file:
```
8
Properties=species:S:1:pos:R:3:forces:R:3:lowdin_charge:R:1
O -0.72224 0.56941 1.44594 1.46 0.37 1.88 -0.111
N -0.21835 -0.46660 0.59105 0.65 -0.53 5.86 -0.081
N 0.69864 -0.74541 -1.49964 -4.13 3.81 -0.01 -0.019
C 0.00856 0.02445 -0.57831 1.84 0.08 -6.47 -0.368
H -0.53444 1.13748 -0.57726 1.33 -2.99 -0.94 0.181
H 0.42305 -1.11231 1.16042 -1.31 0.99 -1.80 0.192
H 0.29615 -0.41476 -2.50700 1.75 -0.56 2.94 0.066
H 0.04863 1.00776 1.96479 -1.58 -1.16 -1.45 0.140
```
Positions in Å, forces in eV/Å.

Summary:
Structure (SMILES)   [H]/N=C/NO
Highest occupied orbital energy   -8.93 eV
Multiplicity   1

---

Total energy for the records above, in order: -304.2071 -303.1491 -94.8124 -149.9792 -225.0791 -225.1199 Ha